Entry 1:
6
Properties=species:S:1:pos:R:3 method="wB97M-V/def2-TZVPD" homo_lumo_gap_ev="8.03 / 7.32" lumo_energy_ev="-0.7 / -1.4" de_lowest_ev=5.529 homo_energy_ev="-8.7839 / -8.7441"
N -0.3849 -0.5789 0.1036
P 0.7202 0.6531 -0.1100
I -2.3325 -0.1390 -0.0027
H -0.2240 -1.7773 -1.4832
H 0.2876 1.5501 0.9144
H 1.9335 0.2920 0.5779

Entry 2:
8
Properties=species:S:1:pos:R:3 method="wB97M-V/def2-TZVPD" charge=+1 homo_lumo_gap_ev=10.51 lumo_energy_ev=-4.9 de_lowest_ev=0.000 homo_energy_ev=-15.3927
O 0.7505 -0.2167 -1.2256
O 0.7991 0.2708 1.1837
O -1.4209 -0.0229 0.2818
P 0.0177 0.5779 -0.1359
I -0.0831 2.7078 -1.0870
H 1.3114 -0.8885 -0.8408
H 0.3224 -0.0705 1.9026
H -2.2329 -0.0674 -0.2052

Entry 3:
8
Properties=species:S:1:pos:R:3 method="wB97M-V/def2-TZVPD" homo_lumo_gap_ev=9.33 lumo_energy_ev=0.3 de_lowest_ev=1.053 smiles=SP1#S#[PH]1.I homo_energy_ev=-8.9902
S -2.1941 1.5895 0.3009
P -0.5190 0.4541 -0.1383
S -0.7054 -1.2356 1.1733
P -1.2613 -1.4713 -0.8993
H -1.3020 1.9663 1.2277
H 0.0655 -1.5122 -1.3510
I 2.7919 -0.2610 0.4917
H 3.1243 0.4702 -0.8050

What did the third record say?
8
Properties=species:S:1:pos:R:3 method="wB97M-V/def2-TZVPD" homo_lumo_gap_ev=9.33 lumo_energy_ev=0.3 de_lowest_ev=1.053 smiles=SP1#S#[PH]1.I homo_energy_ev=-8.9902
S -2.1941 1.5895 0.3009
P -0.5190 0.4541 -0.1383
S -0.7054 -1.2356 1.1733
P -1.2613 -1.4713 -0.8993
H -1.3020 1.9663 1.2277
H 0.0655 -1.5122 -1.3510
I 2.7919 -0.2610 0.4917
H 3.1243 0.4702 -0.8050